(1)
This record from the Open Molecules 2025 dataset describes a molecular structure, C29H26BCl7N11O3Ta. The level of theory is ωB97M-V with the def2-TZVPD basis set.

Results
Expectation value of S² = 0.7582
HOMO (spin up / spin down) = -10.602 / -11.051 eV
Gap between HOMO and LUMO (spin up / spin down) = 7.28 / 7.12 eV
Multiplicity = 2
Net charge = +1

Geometry as XYZ:
```
78
Properties=species:S:1:pos:R:3:forces:R:3:lowdin_spin:R:1
Ta 0.1431 0.4284 0.9214 -0.1 -0.2 0.0 0.116
C 3.3116 1.5046 -0.7701 0.0 0.0 0.0 0.000
C 2.3025 0.7220 -1.5519 0.0 -0.1 0.0 0.000
C 2.4396 0.4210 -2.8935 0.0 0.0 0.0 0.000
C 1.2644 -0.2131 -3.2500 0.0 0.0 0.0 0.000
N 0.4797 -0.2916 -2.1828 0.0 0.0 0.0 0.000
N 1.1064 0.2483 -1.1000 0.2 0.2 0.0 0.000
B -1.0120 -0.8039 -2.1883 -0.1 0.1 0.0 0.002
N -1.1129 -2.1848 -1.5538 0.1 0.0 -0.1 0.003
C -1.8942 -3.8805 0.2384 0.0 0.1 -0.1 0.010
C -1.4425 -4.4952 1.3062 0.0 0.0 0.0 0.001
C 0.2173 -1.9164 1.0668 0.0 0.0 0.0 0.004
C 1.2340 -2.5843 3.2723 0.0 0.0 0.0 -0.001
N -1.5714 0.3235 1.9110 0.0 0.2 0.0 0.361
N -1.8358 0.3464 -1.5160 0.0 0.0 0.0 0.003
C -3.0323 0.7792 -1.9188 0.0 0.0 0.0 0.004
C -3.3993 1.8669 -1.1530 0.0 0.0 0.0 0.003
C -2.3537 2.0608 -0.2598 0.0 0.0 0.0 0.003
C -2.2311 3.1248 0.7765 0.0 0.0 0.0 0.008
N -1.3988 1.1388 -0.4867 0.0 -0.1 -0.1 0.010
N -1.4440 -0.9371 -3.6282 0.0 0.0 0.0 0.000
C -1.6503 -2.0679 -4.3486 0.0 0.0 0.0 0.000
C -1.8566 -1.6993 -5.6510 0.0 0.0 0.0 0.000
C -1.7448 -0.2884 -5.6489 0.0 0.0 0.0 0.000
C -1.9032 0.6541 -6.7956 0.0 0.0 0.0 0.000
N -1.4893 0.1601 -4.4318 0.0 0.0 0.0 0.000
H 3.7954 2.2078 -1.4456 0.0 0.0 0.0 0.000
H 4.1151 0.8783 -0.3709 0.0 0.0 0.0 0.000
H 2.8704 2.1008 0.0241 0.0 0.0 0.0 0.000
H 3.2734 0.6639 -3.5287 0.0 0.0 0.0 0.000
H 0.9311 -0.5879 -4.2021 0.0 0.0 0.0 0.000
H -2.4515 -4.2618 -0.6052 0.0 0.0 0.0 0.001
H -1.7033 -5.5479 1.3707 0.0 0.0 0.0 0.000
H 1.0418 -3.1832 4.1625 0.0 0.0 0.0 0.000
H 1.5128 -1.5938 3.6286 0.0 0.0 0.0 0.000
H 2.0524 -3.0411 2.7153 0.0 0.0 0.0 0.000
H -3.5265 0.3067 -2.7497 0.0 0.0 0.0 0.000
H -4.2944 2.4569 -1.2404 0.0 0.0 0.0 0.000
H -3.2053 3.5755 0.9528 0.0 0.0 0.0 0.000
H -1.5522 3.9090 0.4395 0.0 0.0 0.0 0.001
H -1.8660 2.7261 1.7216 0.0 0.0 0.0 0.004
H -1.6308 -3.0352 -3.8766 0.0 0.0 0.0 0.000
H -2.0615 -2.3435 -6.4889 0.0 0.0 0.0 0.000
H -1.4060 0.2723 -7.6868 0.0 0.0 0.0 0.000
H -1.4806 1.6249 -6.5437 0.0 0.0 0.0 0.000
H -2.9570 0.7946 -7.0411 0.0 0.0 0.0 0.000
Cl 2.8600 7.2766 3.2543 0.0 0.0 0.0 0.001
C 2.3147 5.7482 2.7093 0.0 0.0 0.0 0.001
C 2.2988 4.6615 3.5861 0.0 0.0 0.0 0.000
Cl 2.8315 4.8421 5.2019 0.0 0.0 0.0 0.000
C 1.8489 3.4250 3.1396 0.0 0.0 0.0 0.001
Cl 1.8297 2.0446 4.1729 0.0 0.0 0.0 0.001
C 1.4006 3.2694 1.8315 0.0 -0.1 0.1 0.001
O 0.9577 2.0760 1.4193 -0.1 0.1 -0.1 0.009
C 1.4392 4.3464 0.9492 0.0 0.0 0.0 0.002
Cl 0.9302 4.0969 -0.6754 0.0 0.0 0.0 0.001
C 1.8901 5.5877 1.3897 0.0 0.0 0.0 0.000
Cl 1.9199 6.9102 0.3041 0.0 0.0 0.0 0.000
N 2.3427 -0.3132 1.4962 0.0 0.0 0.0 -0.002
N 2.9586 -1.3817 0.7813 0.0 0.0 0.0 0.000
C 2.2769 -2.2245 -0.0991 0.0 0.0 0.0 0.000
O 2.7927 -2.6907 -1.0599 0.0 0.0 0.0 0.000
O 1.0701 -2.7016 0.3616 0.0 0.0 0.0 -0.002
H 2.8630 0.5342 1.2837 0.0 0.0 0.0 0.000
H 2.4592 -0.4737 2.4929 0.0 0.0 0.0 0.000
H 3.8584 -1.1394 0.3914 0.0 0.0 0.0 0.000
Cl -1.5358 -2.1826 -0.0449 -0.1 0.0 0.1 0.024
C -0.0784 -2.5369 2.4451 0.0 0.0 0.1 0.009
C -0.6165 -3.9901 2.4533 0.0 0.0 0.0 0.004
C -1.4077 -4.2721 3.7161 0.0 0.0 0.0 0.009
C -1.9810 -3.3155 4.4388 0.0 0.0 0.0 -0.001
C -1.8327 -1.9008 4.0908 0.0 0.0 0.0 0.017
Cl -2.7683 -0.7490 4.9552 0.0 0.0 0.0 0.005
C -0.9650 -1.5435 3.1520 0.0 0.0 0.0 0.029
N -0.6878 -0.2280 2.7053 0.1 0.0 0.1 0.358
H 0.2607 -4.6476 2.4587 0.0 0.0 0.0 0.000
H -1.5410 -5.3119 3.9880 0.0 0.0 0.0 0.000
H -2.5732 -3.5556 5.3114 0.0 0.0 0.0 0.000
```
Positions in Å, forces in eV/Å.

(2)
This record from the Open Molecules 2025 dataset describes a molecular structure, C10H8O2 in a non-equilibrium geometry. The level of theory is ωB97M-V with the def2-TZVPD basis set.

Results
HOMO = -9.255 eV
Gap between HOMO and LUMO = 8.83 eV

Geometry as XYZ:
```
20
Properties=species:S:1:pos:R:3:forces:R:3:mulliken_charge:R:1
C -1.1428 2.3177 1.8294 -0.7 4.7 2.9 -0.968
C -0.6278 1.3765 0.7870 -1.4 4.3 3.2 0.890
C -0.0809 2.0123 -0.2367 3.4 -3.2 -4.7 -0.778
C 0.5418 1.1556 -1.2664 -0.7 7.2 -1.0 -0.670
C 0.6919 -0.0923 -1.0064 0.1 -7.2 -0.8 0.185
C 1.2892 -2.4588 -1.7521 0.9 2.6 -0.8 0.530
C 0.4217 -3.0006 -0.8198 0.6 -1.4 2.6 -0.532
C -0.0687 -2.2267 0.1698 3.1 3.5 -6.6 -0.820
C 0.0110 -0.7226 -0.0024 -1.4 -2.1 2.5 1.361
C -0.6895 0.0614 0.8494 -2.8 -5.7 2.5 -0.666
H -0.7848 2.1931 3.3897 -1.0 0.0 -4.7 0.259
H -2.4126 2.5557 1.7686 4.0 -0.7 0.4 0.230
H -0.4116 3.5020 1.4570 -2.9 -3.5 1.8 0.238
H 0.2456 2.9888 -0.4281 -0.7 1.6 0.5 0.269
H 0.8227 1.7424 -2.1864 0.2 -1.3 1.0 0.363
H 0.8855 -4.0016 -0.8159 -2.0 -0.6 0.9 0.333
H -0.5550 -2.6172 0.8950 -3.1 -2.2 5.2 0.599
H -1.4330 -0.5820 1.5438 1.9 2.1 -1.0 0.143
O 1.2191 -1.0604 -1.8276 2.5 0.4 -3.1 -0.420
O 2.0782 -3.1434 -2.3478 0.1 1.3 -0.7 -0.544
```
Positions in Å, forces in eV/Å.

(3)
This record from the Open Molecules 2025 dataset describes a molecular structure, C33H38AuN5O2S2Sb. The level of theory is ωB97M-V with the def2-TZVPD basis set.

Results
HOMO (spin up / spin down) = -10.427 / -10.428 eV
Gap between HOMO and LUMO (spin up / spin down) = 5.50 / 5.50 eV
Net charge = +1

Geometry as XYZ:
```
82
Properties=species:S:1:pos:R:3:forces:R:3:mulliken_charge:R:1
Au 1.4578 -0.3263 0.6761 -0.4 -0.1 -0.2 1.663
C -0.9404 -4.8342 -1.4789 0.0 0.0 0.0 -0.579
C -1.7570 -3.7557 -1.1641 0.0 0.0 0.0 -0.705
C -1.3263 -2.8024 -0.2558 0.0 0.0 0.0 0.531
C -0.0805 -2.9435 0.3408 0.1 0.1 0.0 -1.149
C 0.7413 -4.0188 0.0367 0.0 -0.1 0.0 -0.153
C 0.3038 -4.9672 -0.8759 0.0 0.0 0.0 -0.852
N 0.3867 -1.9333 1.2341 0.1 0.0 -0.1 -0.152
C -0.1011 -1.7650 2.4633 -0.1 0.1 0.2 1.067
C -0.9437 -2.7080 3.1241 0.1 0.1 -0.1 -0.804
C -1.3372 -2.4649 4.4012 0.0 0.1 0.2 -0.560
C -0.9580 -1.2893 5.1279 -0.1 -0.2 0.0 -0.745
C -0.1908 -0.3488 4.5343 0.1 0.0 -0.2 -0.513
C 0.2293 -0.5688 3.1920 -0.1 -0.1 0.0 0.771
N 0.9359 0.3240 2.4627 0.1 0.2 0.1 1.063
N 1.3077 1.4793 2.8384 0.1 0.1 -0.3 -1.498
C 2.0492 2.1515 1.8548 -0.2 -0.2 0.3 0.207
C 2.5169 3.4235 2.1067 0.0 0.2 0.0 -0.440
C 3.2514 4.0710 1.1236 0.0 0.0 0.1 -0.379
C 3.5054 3.4372 -0.0817 0.0 -0.1 0.0 -0.846
C 3.0102 2.1612 -0.2821 0.0 0.1 0.0 -0.138
N 2.2968 1.5462 0.6614 0.1 -0.1 0.1 -0.172
H -1.2727 -5.5708 -2.1978 0.0 0.0 0.0 0.419
H -2.7258 -3.6505 -1.6341 0.0 0.0 0.0 0.415
H -1.9379 -1.9421 -0.0096 0.0 0.0 0.0 0.335
H 1.7108 -4.1015 0.5120 0.0 0.0 0.0 0.519
H 0.9367 -5.8112 -1.1155 0.0 0.0 0.0 0.458
H -1.2357 -3.6102 2.6069 0.0 0.0 0.0 0.524
H -1.9590 -3.1990 4.8980 0.0 0.0 0.0 0.430
H -1.2914 -1.1603 6.1474 0.0 0.0 0.0 0.420
H 0.1100 0.5573 5.0408 0.0 0.0 0.0 0.481
H 2.2974 3.8760 3.0627 0.0 0.0 0.0 0.548
H 3.6251 5.0703 1.3022 0.0 0.0 0.0 0.435
H 4.0722 3.9171 -0.8653 0.0 0.0 0.0 0.484
H 3.1388 1.6237 -1.2119 0.0 0.0 0.0 0.442
C -2.5342 0.6230 -2.5987 -0.1 0.0 0.0 -1.289
C -3.1748 1.2339 -1.3542 0.0 -0.1 0.0 0.590
C -4.3690 0.4088 -0.8865 0.0 0.0 -0.1 -1.557
Sb -1.6843 1.4080 0.1965 0.3 0.0 0.0 0.230
C -0.9050 3.3806 -0.2843 -0.1 0.0 0.0 0.760
C -0.0594 3.3220 -1.5545 0.0 0.1 0.0 -1.561
C -1.9864 4.4513 -0.4038 0.0 0.0 0.0 -1.616
C -2.9414 1.9777 1.8589 0.0 -0.1 0.0 0.282
C -2.1598 2.7878 2.8887 0.0 0.0 0.0 -1.371
C -3.5428 0.7296 2.5017 0.0 0.0 0.1 -1.219
H -3.2664 0.5513 -3.4081 0.0 0.0 0.0 0.456
H -2.1646 -0.3869 -2.3993 0.0 0.0 0.0 0.156
H -1.6894 1.2044 -2.9685 0.0 0.0 0.0 0.201
H -3.5026 2.2546 -1.5607 0.0 0.0 -0.1 0.309
H -4.0665 -0.5920 -0.5630 0.0 0.0 0.0 0.239
H -5.0791 0.2771 -1.7079 0.0 0.0 0.0 0.461
H -4.9065 0.8826 -0.0652 0.0 0.0 0.0 0.354
H -0.2582 3.6187 0.5679 0.0 0.0 0.0 0.137
H -0.6891 3.1750 -2.4336 0.0 0.0 0.0 0.357
H 0.6766 2.5170 -1.5471 0.0 0.0 0.0 0.308
H 0.4764 4.2652 -1.7043 0.0 0.0 0.0 0.407
H -2.6273 4.2605 -1.2663 0.0 0.0 0.0 0.345
H -1.5370 5.4373 -0.5565 0.0 0.0 0.0 0.471
H -2.6240 4.5160 0.4777 0.0 0.0 0.0 0.342
H -3.7330 2.5913 1.4198 0.0 0.0 0.1 0.550
H -1.3084 2.2185 3.2758 0.0 0.0 0.0 0.138
H -2.7972 3.0334 3.7434 0.0 0.0 0.0 0.459
H -1.7762 3.7257 2.4870 0.0 0.0 0.0 0.269
H -2.7637 0.1198 2.9677 0.0 0.0 0.0 0.030
H -4.0731 0.0983 1.7889 0.0 0.0 0.0 0.293
H -4.2519 1.0058 3.2879 0.0 0.0 0.0 0.454
O 0.3617 -1.4077 -2.8545 -0.1 0.1 0.0 -0.533
S 1.6470 -0.8252 -2.6421 0.1 0.0 0.1 1.163
O 1.8435 0.5671 -2.9388 -0.1 0.0 0.0 -0.679
N 2.1525 -1.0937 -1.0688 0.1 0.0 0.3 -0.245
C 3.2607 -1.8590 -0.9425 -0.1 0.0 0.0 0.350
S 3.9621 -2.1643 0.5207 0.1 0.0 -0.2 -0.267
C 3.7129 -2.3282 -2.2738 0.0 0.1 0.1 0.175
C 4.7909 -3.1449 -2.5630 0.0 0.0 0.0 -0.855
C 5.0538 -3.4348 -3.8959 0.0 0.0 0.0 -0.530
C 4.2608 -2.9136 -4.9152 0.0 0.0 0.0 -0.633
C 3.1774 -2.0907 -4.6305 0.0 0.0 0.0 -0.808
C 2.9305 -1.8239 -3.3000 0.1 0.0 -0.1 0.486
H 5.4018 -3.5381 -1.7613 0.0 0.0 0.0 0.482
H 5.8887 -4.0744 -4.1474 0.0 0.0 0.0 0.422
H 4.4913 -3.1484 -5.9455 0.0 0.0 0.0 0.427
H 2.5567 -1.6830 -5.4165 0.0 0.0 0.0 0.534
```
Positions in Å, forces in eV/Å.

(4)
This record from the Open Molecules 2025 dataset describes a single C5H8 molecule. The level of theory is ωB97M-V with the def2-TZVPD basis set.

Results
HOMO = -8.940 eV
Gap between HOMO and LUMO = 10.16 eV
SMILES = C1=CCCC1

Geometry as XYZ:
```
13
Properties=species:S:1:pos:R:3:forces:R:3:mulliken_charge:R:1
C -0.4964 0.9937 -0.7915 0.1 -0.2 -0.2 -0.431
C 0.7976 0.6992 -0.8413 -0.1 0.1 0.0 -0.381
C 1.2068 -0.2486 0.2586 0.1 0.0 0.0 -0.482
C -0.1408 -0.8028 0.7884 0.0 0.0 0.0 -0.534
C -1.2496 0.0085 0.0636 -0.1 0.0 0.0 -0.497
H -0.9880 1.7549 -1.3926 0.0 -0.3 -0.1 0.373
H 1.4733 1.0623 -1.6040 0.2 0.4 0.3 0.373
H 1.9062 -1.0277 -0.0614 -0.2 0.0 0.0 0.311
H 1.7261 0.3264 1.0377 0.0 -0.1 -0.1 0.220
H -0.2252 -1.8717 0.5674 0.0 0.2 0.0 0.242
H -0.2252 -0.7050 1.8753 0.1 0.0 -0.2 0.256
H -1.7942 -0.6349 -0.6405 -0.1 0.1 0.3 0.228
H -1.9906 0.4456 0.7402 0.1 0.0 0.0 0.321
```
Positions in Å, forces in eV/Å.